*w*
Computed, not measured: a molecular structure, C3H2FO2, with ωB97M-V/def2-TZVPD.

Computed properties:
orbital gap: 8.21 eV
charge: -1
E_HOMO: -4.14 eV

Cartesian coordinates (Å):
C 1.08722 -2.24516 0.48123
C 1.16073 -0.97172 0.12194
C 1.29331 -0.33567 2.31546
O 0.56702 -0.95450 2.97841
O 1.18152 0.03934 -0.47350
F 2.45692 0.42950 3.41327
H 1.22467 -2.74479 1.33682
H 0.96080 -2.99805 -0.36636

=====

*x*
Computed, not measured: 2 unconnected molecules or ions with the total composition C3H2FO2, with ωB97M-V/def2-TZVPD.

Computed properties:
orbital gap: 7.23 eV
charge: -1
E_HOMO: -3.07 eV

Cartesian coordinates (Å):
C -1.88348 -0.27829 0.15157
C 0.22966 0.58027 0.09855
C 1.48287 -0.16076 0.26473
O 2.36121 -0.66512 0.86436
O 1.18231 0.21291 -1.03723
F 0.29128 1.91788 0.34211
H -2.38079 -0.36392 -0.85958
H -1.28306 -1.24297 0.17550

=====

Most stable of them? *w*.

=====

*w*
Computed, not measured: a single C12H18BrNO molecule, with ωB97M-V/def2-TZVPD.

Computed properties:
SMILES: CCCN(CCO)Cc1cccc(Br)c1
orbital gap: 9.51 eV
E_HOMO: -8.70 eV

Cartesian coordinates (Å):
C 3.66647 -2.12761 0.21979
H 3.57453 -2.49161 1.24094
C 2.31805 -1.64551 -0.29962
C 1.76679 -0.50671 0.57373
N 0.49547 0.06812 0.17669
C 0.47064 0.73579 -1.11603
H -0.54800 1.10889 -1.24789
C 1.43370 1.92703 -1.19994
O 2.68537 1.61272 -1.75921
H 3.11001 0.93286 -1.22417
H 1.01567 2.68305 -1.86765
H 1.54478 2.37073 -0.20108
H 0.68487 0.05055 -1.95354
C -0.62703 -0.84272 0.31497
C -1.91798 -0.08481 0.48444
C -1.95255 1.06794 1.26105
C -3.13520 1.76216 1.43693
C -4.30619 1.31503 0.84754
C -4.26382 0.16604 0.07930
C -3.08664 -0.53545 -0.11207
H -3.08167 -1.42730 -0.72127
Br -5.86455 -0.46729 -0.74459
H -5.23412 1.84912 0.98072
H -3.15313 2.65827 2.03859
H -1.03657 1.41459 1.71260
H -0.46491 -1.44471 1.21527
H -0.71796 -1.53456 -0.53962
H 1.64230 -0.87808 1.59634
H 2.49965 0.30415 0.62498
H 1.61037 -2.47720 -0.29685
H 2.42929 -1.30697 -1.33199
H 4.04638 -2.93665 -0.39937
H 4.39597 -1.31983 0.21097

=====

*x*
Computed, not measured: a single C12H18BrNO molecule, with ωB97M-V/def2-TZVPD.

Computed properties:
SMILES: CCCN(CCO)Cc1cccc(Br)c1
orbital gap: 9.29 eV
E_HOMO: -8.49 eV

Cartesian coordinates (Å):
C -0.61622 2.96336 0.36227
H -0.97735 2.39050 -0.48844
C 0.85333 3.31762 0.17829
C 1.72604 2.07196 0.01703
N 1.58093 1.12941 1.11513
C 2.12579 1.57195 2.38174
H 1.76516 0.87946 3.15252
C 3.66056 1.66954 2.49260
O 4.31023 0.42188 2.56759
H 3.98529 -0.05183 3.34126
H 4.07622 2.15991 1.61033
H 3.90882 2.28122 3.37219
H 1.70745 2.55565 2.60034
C 2.00473 -0.20986 0.73746
C 1.05643 -0.80463 -0.26868
C 1.51462 -1.47609 -1.39411
C 0.62136 -2.02097 -2.30160
C -0.74251 -1.89676 -2.10486
C -1.19013 -1.22383 -0.98089
C -0.31230 -0.68488 -0.06176
H -0.67252 -0.15885 0.80752
Br -3.06817 -1.03451 -0.69187
H -1.44515 -2.31248 -2.81031
H 0.98717 -2.54223 -3.17345
H 2.57731 -1.57316 -1.56205
H 1.98331 -0.83245 1.63801
H 3.03182 -0.23352 0.34187
H 1.40695 1.54949 -0.88874
H 2.77505 2.37941 -0.13244
H 1.19641 3.91513 1.02493
H 0.97539 3.92773 -0.71935
H -0.74673 2.36633 1.26017
H -1.21816 3.86447 0.45217

=====

Most stable of them? *x*.

=====

*w*
Computed, not measured: a molecular structure, C64H66BrN8O2S4Si2Ti, with ωB97M-V/def2-TZVPD.

Computed properties:
orbital gap: 7.71 eV
charge: +1
E_HOMO: -9.68 eV

Cartesian coordinates (Å):
Ti 0.09758 -0.61498 -0.09906
O -0.98516 -2.24452 -5.24235
C 0.18059 -1.52934 -5.18637
C 0.55965 -0.90682 -6.37348
C 1.66926 -0.08829 -6.40264
C 2.42815 0.11236 -5.25347
C 2.07734 -0.55429 -4.09769
C 0.96240 -1.38878 -4.04310
C 0.70872 -2.14531 -2.76078
O 0.32202 -1.32250 -1.71403
N 1.95470 -2.83776 -2.44912
N 2.30373 -3.07971 -1.16598
C 3.07472 -4.07739 -0.99226
C 3.74804 -4.38073 0.26171
Br 4.02542 -2.93028 1.44381
C 4.27983 -5.56910 0.56426
C 4.09950 -6.81634 -0.19704
C 5.16483 -7.71477 -0.27097
C 5.04649 -8.89802 -0.97910
C 3.85047 -9.21456 -1.60906
C 2.77256 -8.34673 -1.51304
C 2.89339 -7.15909 -0.80827
H -1.19901 -2.61401 -4.37816
H -0.04044 -1.07335 -7.25629
H 1.95109 0.39334 -7.33035
H 3.29983 0.75128 -5.27740
H 2.69031 -0.46340 -3.20747
H -0.11301 -2.87650 -2.88395
H 2.16770 -3.57855 -3.11485
H 3.32121 -4.75028 -1.82001
H 4.91523 -5.63278 1.43892
H 6.09773 -7.47235 0.22266
H 5.88589 -9.57702 -1.03536
H 3.75377 -10.14188 -2.15592
H 1.82849 -8.60264 -1.97384
H 2.03030 -6.51502 -0.69234
C -0.24610 -4.18358 0.87530
Si -0.81442 -2.47495 1.39529
C -0.26710 -2.22948 3.18271
C -2.71133 -2.50004 1.47651
C -3.25655 -3.48490 2.30763
C -4.61835 -3.57343 2.55073
C -5.47191 -2.65033 1.97269
C -4.95474 -1.66207 1.14916
C -3.58210 -1.57391 0.87364
Si -3.09578 -0.37823 -0.48657
C -4.59697 0.63608 -0.90529
C -2.68929 -1.37987 -2.01177
H -0.77408 -4.93759 1.46350
H 0.82119 -4.29920 1.05025
H -0.43849 -4.38012 -0.18070
H 0.66803 -2.76364 3.35583
H -1.01875 -2.62972 3.86721
H -0.09338 -1.18321 3.42992
H -2.60183 -4.20236 2.78937
H -5.00649 -4.35276 3.19344
H -6.53694 -2.69658 2.15986
H -5.64786 -0.95468 0.71993
H -4.41365 1.32474 -1.72804
H -5.02780 1.18497 -0.07222
H -5.33611 -0.08742 -1.25364
H -3.63465 -1.56964 -2.52473
H -2.24768 -2.34466 -1.75785
H -2.02628 -0.83464 -2.68537
N 1.32955 -0.18701 1.11922
S 1.90576 1.17480 1.66053
N 1.03905 2.36514 1.63747
S -0.87353 1.91348 2.88450
N -1.68066 2.64115 1.63281
S -1.56783 2.19337 0.15911
N -1.60074 0.64248 -0.15218
C -0.23485 2.91536 -0.78283
C -0.12745 4.29532 -0.65913
C 0.89461 4.94892 -1.32025
C 1.79943 4.22898 -2.09209
C 1.67631 2.85523 -2.21060
C 0.64673 2.19158 -1.56139
C -2.96565 3.10921 -0.46483
C -2.99393 3.45601 -1.80594
C -4.08882 4.15556 -2.28986
C -5.12480 4.50678 -1.43833
C -5.07505 4.15722 -0.09514
C -3.99403 3.45199 0.40620
C -0.27954 3.26635 3.86872
C -0.09835 3.00735 5.21706
C 0.40466 4.01464 6.02660
C 0.70521 5.25622 5.48409
C 0.51454 5.49303 4.12821
C 0.02746 4.48944 3.30520
C -2.43487 1.66349 3.78858
C -3.21842 2.67198 4.33464
C -4.43930 2.34394 4.89975
C -4.87753 1.02259 4.91585
C -4.09246 0.02309 4.36580
C -2.86530 0.34761 3.80044
C 2.50613 0.80698 3.30363
C 2.68899 -0.49761 3.73341
C 3.14182 -0.73245 5.02365
C 3.41461 0.33515 5.86728
C 3.21497 1.63835 5.43341
C 2.74951 1.88152 4.14970
C 3.42403 1.39215 0.73617
C 4.25866 2.45383 1.06001
C 5.39982 2.67608 0.30677
C 5.71037 1.83911 -0.75731
C 4.87936 0.77344 -1.06648
C 3.73480 0.54140 -0.31463
H -0.82483 4.84995 -0.04500
H 0.99009 6.02204 -1.22725
H 2.60411 4.74367 -2.59945
H 2.37756 2.28955 -2.80804
H 0.57848 1.11727 -1.66468
H -2.19388 3.18395 -2.47857
H -4.12147 4.42763 -3.33542
H -5.97366 5.05693 -1.82065
H -5.88169 4.43318 0.57003
H -3.94867 3.17261 1.44795
H -0.34091 2.03801 5.63321
H 0.55607 3.82691 7.08014
H 1.09195 6.04133 6.11900
H 0.75737 6.45915 3.70776
H -0.09121 4.63694 2.24104
H -2.88267 3.70137 4.33032
H -5.05104 3.12176 5.33660
H -5.83155 0.77717 5.36267
H -4.42283 -1.00661 4.37279
H -2.24890 -0.43070 3.37192
H 2.45222 -1.31026 3.06864
H 3.27816 -1.74808 5.36960
H 3.77154 0.15135 6.87183
H 3.40790 2.46860 6.09969
H 2.54735 2.88913 3.81135
H 4.00699 3.12278 1.87172
H 6.04927 3.50551 0.55252
H 6.60827 2.01157 -1.33498
H 5.13020 0.10529 -1.88005
H 3.10913 -0.32014 -0.52502
C -0.57977 3.41957 -6.65091
N -1.54458 2.34709 -6.77460
C -1.91756 1.52586 -5.78329
N -2.82708 0.57964 -6.11910
S -1.33361 1.63452 -4.21032
H 0.16286 3.34140 -7.44375
H -0.08716 3.32485 -5.68611
H -1.06818 4.39277 -6.71061
H -1.97697 2.21946 -7.67604
H -3.00822 0.35876 -7.08432
H -2.96028 -0.16371 -5.45284

=====

*x*
Computed, not measured: a molecular structure, C64H66BrN8O2S4Si2Ti, with ωB97M-V/def2-TZVPD.

Computed properties:
orbital gap: 7.04 eV
charge: +1
E_HOMO: -9.40 eV

Cartesian coordinates (Å):
Ti 0.31947 0.61874 1.02230
O -0.70926 5.20534 -1.85201
C -0.71418 4.16636 -2.73477
C -0.87065 4.46239 -4.08339
C -0.86351 3.44044 -5.01870
C -0.69162 2.12093 -4.61935
C -0.55662 1.83397 -3.26924
C -0.58486 2.84114 -2.31665
C -0.49488 2.55439 -0.83974
O -0.55367 1.21692 -0.48412
N 0.78262 3.10813 -0.34423
N 1.32022 2.22881 0.61797
C 2.74120 2.35975 0.58790
C 3.49318 2.64660 1.61196
Br 1.73050 0.49999 3.21561
C 4.23809 2.93668 2.64070
C 4.61983 4.30011 3.05091
C 4.15920 5.42641 2.36942
C 4.52219 6.69368 2.78857
C 5.34991 6.85539 3.89330
C 5.81248 5.74125 4.57521
C 5.44692 4.47016 4.15678
H -0.29127 4.93073 -1.02175
H -0.98106 5.49637 -4.37858
H -0.98236 3.68014 -6.06669
H -0.67176 1.32551 -5.35320
H -0.43574 0.81445 -2.91993
H -1.32847 3.06407 -0.34059
H 1.45416 3.21663 -1.10840
H 3.18795 2.17091 -0.39205
H 4.56745 2.12018 3.27652
H 3.50994 5.30106 1.51198
H 4.15657 7.56134 2.25496
H 5.62956 7.84744 4.22121
H 6.45547 5.85979 5.43690
H 5.80137 3.60026 4.69545
C -0.70722 -1.58684 3.64055
Si -1.57914 -0.00407 3.08496
C -3.36704 -0.34227 2.61464
C -1.70539 0.99870 4.66477
C -2.24236 0.51907 5.86380
C -2.29495 1.33689 6.97866
C -1.81248 2.64187 6.91418
C -1.27485 3.12293 5.73345
C -1.22589 2.29576 4.60648
Si -0.54145 2.83502 2.97081
C 1.00879 3.83162 3.30416
C -1.71428 3.99533 2.10088
H -1.48131 -2.29766 3.94835
H -0.09354 -1.34118 4.50410
H -0.06128 -2.04585 2.89465
H -3.67012 -1.27563 3.09985
H -3.53936 -0.41653 1.54875
H -3.98658 0.46975 2.99462
H -2.61523 -0.49689 5.93428
H -2.70579 0.96227 7.90739
H -1.85130 3.27597 7.79032
H -0.89029 4.13516 5.69663
H 0.67123 4.81547 3.64871
H 1.63929 3.98092 2.43467
H 1.59955 3.36516 4.08927
H -1.83854 4.81068 2.82065
H -2.68284 3.56014 1.86989
H -1.28311 4.42155 1.19613
N 1.62337 -0.72655 0.35066
S 2.28510 -1.81140 -0.33274
N 1.48482 -3.18925 -0.71576
S 0.36518 -3.29624 -1.78085
N -0.84909 -2.35824 -1.82540
S -1.72362 -1.89865 -0.45550
N -1.03137 -1.19013 0.59795
C -2.49549 -3.42901 0.05339
C -2.16794 -3.88597 1.31523
C -2.72357 -5.07561 1.76940
C -3.59647 -5.78257 0.95970
C -3.91573 -5.31058 -0.30984
C -3.36536 -4.12845 -0.77232
C -3.06695 -1.13042 -1.35361
C -2.82556 -0.40728 -2.51087
C -3.87861 0.23303 -3.14234
C -5.16240 0.13348 -2.62502
C -5.39319 -0.58817 -1.46370
C -4.34179 -1.21164 -0.81158
C 1.02251 -3.16603 -3.42534
C 1.98481 -4.09789 -3.79424
C 2.50207 -4.04881 -5.07503
C 2.06671 -3.07058 -5.96147
C 1.11553 -2.14100 -5.57251
C 0.57580 -2.18708 -4.29357
C -0.05745 -5.02193 -1.70409
C -0.81519 -5.51169 -2.76113
C -1.08916 -6.86615 -2.81380
C -0.62278 -7.70581 -1.80999
C 0.11692 -7.19767 -0.75362
C 0.41755 -5.84277 -0.69602
C 3.62148 -2.53467 0.57774
C 4.09078 -3.82472 0.36065
C 5.16319 -4.27577 1.11090
C 5.74422 -3.44662 2.06420
C 5.25658 -2.16750 2.27540
C 4.18682 -1.69629 1.52742
C 3.00173 -1.23243 -1.86346
C 4.05950 -1.86275 -2.49881
C 4.55199 -1.31495 -3.67420
C 3.99238 -0.15545 -4.19406
C 2.93593 0.46703 -3.54364
C 2.43828 -0.06884 -2.36657
H -1.49219 -3.30753 1.92190
H -2.47711 -5.44068 2.75753
H -4.03828 -6.70348 1.31645
H -4.59896 -5.86575 -0.93856
H -3.61120 -3.75586 -1.75844
H -1.82537 -0.35262 -2.91566
H -3.69210 0.80991 -4.03845
H -5.98479 0.62624 -3.12601
H -6.39183 -0.65903 -1.05466
H -4.52349 -1.76411 0.10053
H 2.31041 -4.85959 -3.09664
H 3.24262 -4.77277 -5.38424
H 2.47248 -3.03621 -6.96338
H 0.78179 -1.38142 -6.26512
H -0.17885 -1.48488 -3.97299
H -1.16369 -4.84610 -3.54075
H -1.66445 -7.26745 -3.63642
H -0.83584 -8.76531 -1.85619
H 0.47487 -7.85660 0.02499
H 1.00558 -5.42934 0.10968
H 3.61387 -4.46682 -0.36592
H 5.53990 -5.27845 0.96266
H 6.57604 -3.80882 2.65248
H 5.69804 -1.53562 3.03298
H 3.76446 -0.71368 1.69792
H 4.50558 -2.75664 -2.08401
H 5.38142 -1.79095 -4.17924
H 4.38902 0.26842 -5.10664
H 2.49928 1.37244 -3.94491
H 1.63066 0.40862 -1.82513
C -4.19362 4.56575 -1.71038
N -5.21931 4.07469 -0.80984
C -5.08736 2.97326 -0.04863
N -6.12946 2.70356 0.77304
S -3.73540 1.99097 -0.07674
H -4.66784 5.04043 -2.56796
H -3.59623 3.72262 -2.05084
H -3.53389 5.28346 -1.21856
H -5.99582 4.68769 -0.61974
H -6.98960 3.22278 0.74928
H -6.06371 1.88910 1.35524

=====

Most stable of them? *w*.